Record 1
ORCA calculation (the ωB97M-V functional and the def2-TZVPD basis) on a structure of composition C33H27N9O2PrS2 at a distorted geometry.

Expectation value of S² ... 2.002
Spin multiplicity ... 3
Relative energy (zero: lowest compared OMol25 entry of this formula, charge and spin) ... 83.9 kJ/mol
E_tot ... -87902.411 eV
Total charge ... +1
HOMO-LUMO gap (spin up / spin down) ... 6.93 / 6.94 eV

CARTESIAN COORDINATES (ANGSTROEM)
Pr -0.8832 -0.9382 -0.2702
N 1.7867 -3.2616 2.8851
C 0.8734 -2.9008 1.9813
N 0.3915 -1.7007 1.8597
C 0.8870 -0.6891 2.6605
N 0.3928 0.5125 2.5981
N -0.5361 0.7548 1.6473
C -1.4074 1.6696 1.8980
C -2.4697 1.9627 0.9519
C -3.3471 3.0275 1.1771
C -4.4056 3.2198 0.3083
C -4.5435 2.3648 -0.7748
C -3.6088 1.3523 -0.9458
N -2.5994 1.1454 -0.1097
C 1.9255 -0.9924 3.6232
C 2.4867 -0.0290 4.4648
C 3.4782 -0.3861 5.3517
C 3.9226 -1.7053 5.4213
C 3.3720 -2.6756 4.6113
C 2.3720 -2.3224 3.7121
H 2.1597 -4.2019 2.8886
H 0.4827 -3.6672 1.3191
H -1.4142 2.2017 2.8503
H -3.1975 3.6796 2.0219
H -5.1133 4.0156 0.4781
H -5.3642 2.4701 -1.4656
H -3.6794 0.6761 -1.7901
H 2.1224 0.9836 4.3977
H 3.9203 0.3539 6.0006
H 4.7004 -1.9751 6.1171
H 3.7119 -3.6993 4.6568
N -2.5445 -1.3438 2.4917
C -3.0465 -2.6123 1.9313
C -2.5459 -2.5239 0.4838
O -3.0488 -1.6450 -0.2552
O -1.5138 -3.1532 0.1767
H -2.4836 -1.4019 3.5051
H -3.2156 -0.6100 2.2692
H -4.1358 -2.7124 1.9852
H -2.5729 -3.4531 2.4395
S -1.5511 0.9743 -4.7325
C -1.8235 2.3768 -3.7462
C -2.6007 3.4912 -4.0206
C -2.6530 4.5001 -3.0787
C -1.8966 4.4235 -1.9089
C -1.1342 3.3099 -1.6250
C -1.1260 2.2439 -2.5262
N -0.4905 1.0381 -2.3601
C -0.5885 0.2920 -3.4306
C 0.0072 -1.0251 -3.5598
C 0.3372 -1.5092 -4.8312
C 0.8873 -2.7654 -4.9708
C 1.0973 -3.5379 -3.8378
C 0.7726 -3.0502 -2.5792
C 0.2150 -1.7743 -2.3640
H -3.1592 3.5508 -4.9417
H -3.2684 5.3688 -3.2612
H -1.9180 5.2504 -1.2143
H -0.5413 3.2443 -0.7249
H 0.1708 -0.8843 -5.6984
H 1.1379 -3.1463 -5.9494
H 1.5129 -4.5300 -3.9385
H 0.9637 -3.6906 -1.7212
S 2.8054 -2.1598 -0.0852
C 3.4598 -0.6611 -0.3053
N 3.4050 -0.1004 -1.5751
C 4.0244 1.0564 -1.8573
C 4.7007 1.7157 -0.8689
C 4.6634 1.1380 0.4216
N 4.0690 0.0128 0.6828
H 2.8822 -0.6249 -2.2728
H 3.9603 1.4217 -2.8722
H 5.2313 2.6316 -1.0578
H 5.1381 1.6285 1.2611

=====

Record 2
ORCA calculation (the ωB97M-V functional and the def2-TZVPD basis) on a structure of composition C5H6CsO4 at a distorted geometry.

E_tot ... -14016.562 eV
Total charge ... -1
HOMO-LUMO gap (spin up / spin down) ... 2.28 / 2.28 eV

CARTESIAN COORDINATES (ANGSTROEM)
O -0.2326 1.9461 -0.6951
O -1.2846 0.0080 -0.8749
C -2.2242 -0.7463 -0.2212
C -3.3155 -1.1784 -0.8445
C -0.5051 0.8649 -0.1560
H -1.9401 -1.0389 0.7923
H -0.7563 0.8915 0.9221
H -3.8913 -1.9889 -0.4023
H -3.6800 -0.6913 -1.7482
Cs 3.6368 3.5794 -1.3861
O 3.3018 -0.2924 -0.7092
O 3.4088 1.0713 0.9957
C 2.9233 -0.0392 0.5062
C 1.7002 -0.5608 1.0342
H 1.4270 -0.2467 2.0473
H 1.4316 -1.5781 0.7397

=====

Record 3
ORCA calculation (the ωB97M-V functional and the def2-TZVPD basis) on the molecule C2H4N2OS at a distorted geometry.

Relative energy (zero: lowest compared OMol25 entry of this formula, charge and spin) ... 220.2 kJ/mol
E_tot ... -18000.377 eV
Total charge ... 0
HOMO-LUMO gap ... 9.29 eV

CARTESIAN COORDINATES (ANGSTROEM)
O 2.6860 0.4721 -0.0219
C 2.0916 -0.6115 -0.1105
N 0.7448 -0.6676 0.1345
N 0.1763 0.6146 0.0725
C -1.1449 0.8708 -0.0615
S -2.2341 -0.3342 -0.0125
H 2.6901 -1.5140 -0.1640
H -0.0135 -1.3248 0.0097
H 0.9630 1.2992 0.3268
H -1.5102 1.9252 -0.2140

=====

Record 4
ORCA calculation (the ωB97M-V functional and the def2-TZVPD basis) on the ion C5H15N2O with charge +1 at a distorted geometry.

Relative energy (zero: lowest compared OMol25 entry of this formula, charge and spin) ... 188.8 kJ/mol
E_tot ... -10448.604 eV
Total charge ... +1
HOMO-LUMO gap ... 8.83 eV

CARTESIAN COORDINATES (ANGSTROEM)
C -0.6437 2.3059 0.3209
N -1.0738 0.9000 0.4023
C -2.5502 0.8202 0.3238
C -0.3500 0.0264 -0.4829
C 0.9802 -0.3462 0.2143
N 2.0956 -0.3882 -0.8066
C 0.9066 -1.7886 0.7068
O 0.7040 -2.6119 -0.4598
H 0.4086 2.4356 0.0529
H -1.2200 2.8629 -0.4117
H -0.7162 2.7045 1.3149
H -2.9568 1.5111 -0.4120
H -2.8063 -0.1705 -0.0631
H -2.9238 0.7761 1.3422
H -0.8560 -0.9089 -0.6400
H -0.1989 0.4234 -1.5001
H 1.2522 0.3010 1.0394
H 3.0097 -0.5160 -0.4144
H 1.9291 -1.1730 -1.4534
H 2.1655 0.4206 -1.4328
H 1.7699 -2.1640 1.2620
H 0.0595 -1.9200 1.3620
H 1.0147 -3.5004 -0.2650

=====

Record 5
ORCA calculation (the ωB97M-V functional and the def2-TZVPD basis) on a cluster of 16 separate species, C3H39N2O16 in total at a distorted geometry.

Relative energy (zero: lowest compared OMol25 entry of this formula, charge and spin) ... 387.6 kJ/mol
E_tot ... -39478.247 eV
Total charge ... +1
HOMO-LUMO gap ... 10.42 eV

CARTESIAN COORDINATES (ANGSTROEM)
O -1.8243 -1.0286 1.7794
C -1.4646 0.0678 1.4090
N -2.4756 0.9441 1.0970
C -0.0434 0.6082 1.6838
N 0.7855 -0.5343 2.1573
C 1.4737 -1.2615 1.0553
H -3.3531 0.4504 1.1005
H -2.4363 1.6796 0.4077
H 0.4469 1.2266 0.9439
H -0.1513 1.3211 2.5144
H 0.1450 -1.2014 2.7490
H 1.4991 -0.2593 2.8681
H 1.5603 -2.3148 1.3118
H 2.4755 -0.8489 0.9804
H 0.8452 -1.0697 0.1793
H 1.8597 5.0035 -0.3946
H 1.2670 4.6661 1.1018
O 1.9521 4.5282 0.4602
H -0.5190 -2.2836 -2.6641
H -1.0687 -3.2745 -3.8812
O -0.4897 -2.5880 -3.5830
H 0.1388 4.2479 -1.3595
H 0.8745 4.1585 -2.6166
O 0.7863 4.7601 -1.8782
H -3.6530 -2.0643 0.5286
H -2.3448 -3.1939 0.4418
O -3.0597 -2.6813 0.1023
H 1.7403 -2.8611 -2.6713
H 3.0581 -3.5124 -2.4453
O 2.3198 -3.1543 -1.9131
H 1.5971 1.2229 -1.6655
H 0.7272 2.0603 -2.3420
O 1.6342 2.1398 -1.9459
H -0.6298 0.4590 -3.4667
H -0.0276 1.7413 -4.3004
O -0.4818 1.3980 -3.4891
H -1.8580 -1.4330 -0.9290
H -2.1806 -0.3543 -1.9179
O -1.3866 -0.8527 -1.5524
H -0.4160 -4.9016 1.6575
H -0.7370 -3.8168 0.7088
O -0.6031 -3.9527 1.6939
H 3.7802 0.8764 2.8095
H 2.7412 1.8403 2.8737
O 2.8731 0.9188 3.1306
H 2.7159 3.1401 0.7868
H 2.5991 1.7686 0.1711
O 3.1437 2.2425 0.8054
H 0.1473 -2.8781 -0.5213
H 0.7962 -4.0075 -1.1670
O -0.1104 -3.6826 -0.9980
H -0.8734 4.0477 0.9353
H -1.9697 3.4119 1.4889
O -1.1584 3.1209 1.0445
H -2.1905 1.5185 -1.8321
H -3.6521 1.4492 -2.3016
O -3.0726 1.1674 -1.6025
H 0.0419 -3.1285 3.3828
H -1.3425 -2.7037 3.4586
O -0.4516 -2.3424 3.6191

=====

Record 6
ORCA calculation (the ωB97M-V functional and the def2-TZVPD basis) on a cluster of 21 separate species, BF4H40O20 in total at a distorted geometry.

E_tot ... -53155.552 eV
Total charge ... -1
HOMO-LUMO gap ... 8.46 eV

CARTESIAN COORDINATES (ANGSTROEM)
B -0.1569 0.1255 0.2045
F 0.1604 -0.4970 1.4255
F 0.3973 -0.7042 -0.7913
F -1.4786 0.1215 0.0774
F 0.2835 1.3915 -0.0450
O -1.3218 -2.6215 -2.2763
H -1.8188 -3.3118 -2.7560
H -1.7039 -2.6993 -1.3641
O -2.2302 -0.0415 2.7005
H -2.8926 0.3067 3.3630
H -1.7701 0.7818 2.5009
O 1.6509 2.3457 2.2838
H 0.7705 2.0330 2.1894
H 1.8864 2.9245 1.5216
O 0.3239 0.9359 -2.7883
H 0.2056 0.7994 -3.6948
H 0.4871 0.0965 -2.3440
O 2.9634 -1.9868 0.4969
H 3.6210 -2.5469 0.1269
H 2.6820 -1.4311 -0.1975
O -1.1586 -2.1259 3.7694
H -1.5619 -1.2938 3.4272
H -1.5669 -2.8189 3.2426
O 1.0830 -2.9454 2.3151
H 0.2900 -2.4583 2.6035
H 1.7190 -2.3623 1.8875
O 2.3572 2.8712 -2.1720
H 1.6156 2.2825 -1.9854
H 3.1493 2.3136 -2.2382
O 3.1569 -0.0487 2.6322
H 3.3169 -0.5318 1.8397
H 2.4264 0.5338 2.4820
O -2.4515 1.2406 -2.3624
H -2.4509 1.7680 -3.1441
H -1.5577 1.1790 -2.0148
O 3.2127 0.7628 -0.1509
H 3.2334 0.3188 -1.0003
H 2.3117 0.9469 -0.0597
O 0.6439 0.1138 4.1675
H 0.3778 -0.3149 3.4098
H -0.0952 0.2186 4.7189
O 2.9312 -0.6834 -2.2572
H 3.3651 -0.2119 -2.9704
H 2.2281 -1.1498 -2.7467
O -4.3768 -0.2992 -1.0785
H -3.7486 0.3229 -1.4709
H -5.0988 -0.2344 -1.7382
O -2.3166 -2.5464 0.3679
H -3.1530 -2.3527 0.8222
H -1.9237 -1.6721 0.2303
O -0.4016 3.5432 -1.3527
H -0.6037 3.4669 -2.3131
H -0.1800 2.6670 -0.9634
O 1.0122 -1.8669 -3.7958
H 0.3608 -2.2503 -3.2454
H 0.6010 -1.2811 -4.4208
O 0.7491 -3.5279 -0.3231
H 0.4795 -2.7369 -0.8265
H 0.8796 -3.1769 0.5792
O -3.2642 1.8728 0.7088
H -2.7058 1.1418 0.5390
H -3.5378 1.7912 1.6098
O -0.7258 4.6933 1.0904
H 0.2284 4.7302 1.1963
H -0.9091 4.0889 0.3579

=====

Record 7
ORCA calculation (the ωB97M-V functional and the def2-TZVPD basis) on the molecule C6H10B4 at a distorted geometry.

Relative energy (zero: lowest compared OMol25 entry of this formula, charge and spin) ... 485.5 kJ/mol
E_tot ... -9079.888 eV
Total charge ... 0
HOMO-LUMO gap (spin up / spin down) ... 6.09 / 7.47 eV

CARTESIAN COORDINATES (ANGSTROEM)
B 2.4850 1.3899 -0.1688
B -1.9308 1.5392 -0.7662
B 1.7754 -1.5388 -0.5478
B -2.9028 -1.4016 0.1006
C 0.3036 1.7704 0.8354
C -0.2560 -1.2192 0.7747
C 1.1713 0.7854 0.1968
C -0.7491 1.8645 0.1179
C 0.9646 -0.5517 0.2268
C -1.5037 -1.3937 0.4478
H 2.5235 2.4926 -0.0882
H 3.5994 0.8095 -0.4210
H -1.6802 1.2580 -1.8561
H -3.0347 1.5660 -0.3718
H 1.9855 -2.6060 -0.2679
H 2.0108 -1.0173 -1.5149
H -3.6442 -0.5046 0.2161
H -3.2669 -2.4810 -0.1333
H 0.6605 2.4047 1.6762
H 0.1358 -1.7575 1.5977

=====

Record 8
ORCA calculation (the ωB97M-V functional and the def2-TZVPD basis) on a structure of composition C5H6O2.

Relative energy (zero: lowest compared OMol25 entry of this formula, charge and spin) ... 256.4 kJ/mol
E_tot ... -9374.439 eV
Total charge ... 0
HOMO-LUMO gap ... 9.54 eV

CARTESIAN COORDINATES (ANGSTROEM)
O 2.6035 0.6794 0.0788
C 1.3576 0.2082 -0.0871
C 0.5397 -0.6332 0.8631
C -0.5904 -0.3088 -0.1414
C -1.9889 0.0106 0.1269
O -1.6058 -1.1955 -0.5434
C 0.4088 0.3639 -1.0199
H 0.4263 -0.2737 1.8901
H 0.7975 -1.6961 0.8714
H -2.4132 -0.1301 1.1216
H -2.4943 0.7557 -0.4891
H 0.3610 0.8293 -1.9991
H 2.7408 1.3301 -0.6228

=====

Record 9
ORCA calculation (the ωB97M-V functional and the def2-TZVPD basis) on a structure of composition C15H27NO7PSSbZr at a distorted geometry.

Relative energy (zero: lowest compared OMol25 entry of this formula, charge and spin) ... 109.2 kJ/mol
E_tot ... -59744.165 eV
Total charge ... +2
HOMO-LUMO gap ... 8.34 eV

CARTESIAN COORDINATES (ANGSTROEM)
Zr -0.1965 0.4918 0.1453
C 0.7283 7.6366 4.3894
C 0.5271 6.3296 3.6788
C 1.0341 6.1309 2.3906
C 0.8435 4.9386 1.7228
C 0.1257 3.9365 2.3911
C -0.3952 4.0935 3.6774
C -0.1891 5.3019 4.3018
S -0.0115 2.4327 1.6466
O -0.1873 2.5811 0.1332
O -1.1859 1.6163 2.0138
N 1.1364 1.3517 1.7861
C 2.4613 1.5013 1.1056
C 2.1994 1.0197 -0.3219
O 2.2539 1.7301 -1.2806
O 1.5647 -0.2084 -0.3519
H 1.5493 8.2074 3.9612
H 0.9237 7.4806 5.4494
H -0.1781 8.2414 4.3104
H 1.5828 6.9278 1.9055
H 1.2138 4.7998 0.7154
H -0.9492 3.2996 4.1621
H -0.5887 5.4571 5.2966
H 3.1766 0.8571 1.6084
H 2.8429 2.5179 1.0785
C -2.2801 1.8803 -3.2153
Sb -0.4776 0.9037 -2.6898
C 0.8497 1.8352 -4.0173
C -0.7240 -0.9694 -3.6435
H -2.3550 1.9017 -4.3015
H -2.2553 2.8983 -2.8322
H -3.1436 1.3611 -2.8031
H 0.3918 1.7914 -5.0024
H 1.7989 1.3103 -4.0029
H 1.0033 2.8661 -3.7116
H -0.8321 -0.7845 -4.7112
H -1.6129 -1.4766 -3.2728
H 0.1555 -1.5869 -3.4706
C -2.1079 -4.5717 0.2422
O -1.8211 -3.2120 0.7381
P -0.8381 -2.2379 0.0112
O -0.3291 -1.3193 1.3499
C 0.7033 -1.8878 2.2369
O -1.8237 -0.8740 -0.3785
C -3.0438 -0.5809 0.4388
H -2.7329 -5.0195 1.0035
H -1.1787 -5.1231 0.1356
H -2.6407 -4.5101 -0.7011
H 0.8923 -1.1341 2.9897
H 1.5945 -2.0911 1.6502
H 0.2938 -2.7891 2.6794
H -3.9065 -0.8019 -0.1776
H -3.0368 0.4731 0.7031
H -3.0390 -1.1882 1.3359

=====

Record 10
ORCA calculation (the ωB97M-V functional and the def2-TZVPD basis) on a structure of composition C34H31BrF15GeNNiOSSbSi3.

Expectation value of S² ... 2.010
Spin multiplicity ... 3
Relative energy (zero: lowest compared OMol25 entry of this formula, charge and spin) ... 0.0 kJ/mol
E_tot ... -288673.268 eV
Total charge ... -1
HOMO-LUMO gap (spin up / spin down) ... 7.14 / 7.98 eV

CARTESIAN COORDINATES (ANGSTROEM)
Ni -0.5235 -0.0415 -0.9278
C -1.7469 -2.8965 2.2487
Si -2.6816 -1.3305 2.6848
C -2.6115 -1.0560 4.5478
C -4.4755 -1.4660 2.1344
Sb -1.6545 0.5831 1.3933
Si 0.1541 1.4319 2.9625
C 1.2175 -0.0523 3.4063
C 1.1546 2.6846 1.9813
C -0.4428 2.2686 4.5401
Si -3.3842 2.4257 1.6021
C -2.5423 4.0309 1.1250
C -4.0390 2.5414 3.3657
C -4.8306 2.0925 0.4538
H -2.0348 -3.6965 2.9367
H -0.6664 -2.7639 2.3108
H -1.9793 -3.2124 1.2318
H -3.2305 -1.7967 5.0603
H -2.9779 -0.0667 4.8254
H -1.5936 -1.1551 4.9269
H -4.9191 -2.3935 2.5054
H -4.5478 -1.4717 1.0453
H -5.0760 -0.6359 2.5103
H 0.7297 -0.6694 4.1636
H 2.1805 0.2716 3.8082
H 1.4081 -0.6811 2.5345
H 1.3026 2.3811 0.9428
H 2.1299 2.8254 2.4544
H 0.6513 3.6533 1.9622
H -1.1148 1.6313 5.1154
H -0.9581 3.2051 4.3251
H 0.4197 2.5005 5.1699
H -1.6408 4.2067 1.7146
H -3.2213 4.8706 1.2971
H -2.2505 4.0411 0.0738
H -3.2535 2.7642 4.0881
H -4.5328 1.6206 3.6778
H -4.7790 3.3453 3.4156
H -4.5017 1.8819 -0.5618
H -5.4758 2.9753 0.4305
H -5.4276 1.2420 0.7856
O -0.8756 3.9128 -2.3402
C -0.5352 2.8349 -1.9639
N -0.1830 1.7667 -1.5827
F 5.6266 -1.6049 -0.6461
C 5.1050 -2.6448 -1.3108
C 3.7974 -2.6172 -1.7553
C 3.3831 -3.7136 -2.4897
F 2.1402 -3.7470 -2.9870
C 4.2027 -4.7959 -2.7563
F 3.7609 -5.8345 -3.4701
C 5.5015 -4.7955 -2.2769
F 6.3045 -5.8286 -2.5236
C 5.9610 -3.7091 -1.5531
F 7.2203 -3.6898 -1.1086
Ge 2.4728 -1.1676 -1.4897
S 0.7668 -1.9218 -0.3843
C 2.3047 -0.6010 -3.3652
C 1.1514 -0.6215 -4.1240
F -0.0065 -0.9921 -3.5808
C 1.1362 -0.2687 -5.4660
F 0.0036 -0.2996 -6.1672
C 2.3164 0.1057 -6.0847
F 2.3217 0.4402 -7.3731
C 3.4971 0.1230 -5.3592
F 4.6416 0.4781 -5.9503
C 3.4624 -0.2285 -4.0250
F 4.6276 -0.2030 -3.3517
C 3.3030 0.3116 -0.4863
C 3.6640 0.0932 0.8335
F 3.4923 -1.1181 1.3787
C 4.2214 1.0706 1.6364
F 4.5504 0.8133 2.9068
C 4.4361 2.3340 1.1122
F 4.9594 3.2936 1.8728
C 4.0772 2.6000 -0.1949
F 4.2612 3.8207 -0.6987
C 3.5116 1.5937 -0.9652
F 3.1750 1.9273 -2.2133
Br -6.5579 -2.0446 -3.0077
C -4.8057 -1.5071 -2.4806
C -3.9444 -2.4366 -1.9269
C -2.6773 -2.0218 -1.5345
C -2.2339 -0.7012 -1.6622
C -3.1424 0.1891 -2.2498
C -4.4141 -0.1928 -2.6617
H -4.2590 -3.4659 -1.8103
H -2.0057 -2.7693 -1.1216
H -2.8555 1.2258 -2.3989
H -5.0949 0.5193 -3.1108

=====

Record 11
ORCA calculation (the ωB97M-V functional and the def2-TZVPD basis) on a cluster of 2 separate species, C5H11F2O3P in total at a distorted geometry.

Relative energy (zero: lowest compared OMol25 entry of this formula, charge and spin) ... 0.0 kJ/mol
E_tot ... -26230.305 eV
Total charge ... 0
HOMO-LUMO gap ... 10.44 eV

CARTESIAN COORDINATES (ANGSTROEM)
C -0.9613 2.2955 1.2304
C -1.2138 1.3558 0.0749
O -1.2753 0.0037 0.5118
P -0.8495 -1.0644 -0.5981
C -2.2009 -2.2358 -0.6809
O -0.3033 -0.5664 -1.8093
O 0.3084 -1.9930 0.0728
H -1.1353 3.3577 0.7951
H -1.7936 2.1635 1.9971
H -0.0395 2.1824 1.6663
H -0.2917 1.4049 -0.6928
H -2.0818 1.5915 -0.4716
H -3.2391 -1.9867 -1.0981
H -1.8440 -3.1745 -1.2877
H -2.2822 -2.5139 0.3641
H 0.0275 -2.3292 0.9542
C 3.0821 -0.2538 -0.7114
C 3.2668 0.6159 0.2298
F 4.5563 1.0163 0.5683
F 2.2815 1.2474 0.8815
H 3.9367 -0.7811 -1.0296
H 2.0519 -0.3360 -0.9668

=====

- Which value of total charge does entry 5 give?
  +1

=====

- Which of these has the highest total charge?
  C15H27NO7PSSbZr

=====

- Which value of E_tot does entry 1 give?
  -87902.411 eV